one | Below is the molecule C3H4Cl2Si, with properties calculated with ωB97M-V/def2-TZVPD.

The frontier orbital gap comes out at 10.82 eV. Its SMILES is C#C[SiH2]C(Cl)Cl.

Geometry (Å):
C: 2.419 1.087 -0.202
C: 1.514 0.344 0.126
C: -1.333 0.022 -0.432
Si: 0.134 -0.943 0.421
Cl: -1.600 1.605 0.237
Cl: -2.788 -1.216 -0.107
H: 2.871 2.016 -0.387
H: -1.432 0.035 -1.550
H: -0.154 -0.576 1.955
H: 0.367 -2.374 -0.061



two | Below is a cluster of 2 separate species, C3H4Cl2Si in total, with properties calculated with ωB97M-V/def2-TZVPD.

The frontier orbital gap (spin up / spin down) comes out at 9.59 / 7.34 eV.

Geometry (Å):
C: -2.155 -1.722 -0.669
C: -1.254 -0.919 -0.621
C: 1.376 0.103 0.713
Si: -0.015 0.416 -0.552
Cl: 2.411 1.553 0.757
Cl: 2.356 -1.317 0.181
H: -2.919 -2.444 -0.715
H: 1.064 -0.111 1.735
H: -1.274 3.333 0.921
H: 0.409 1.108 -1.749



one comes first in stability; the runner-up is 3.342 eV higher.